# 1
2 unconnected molecules or ions with the total composition C4H6N2O, computed with ωB97M-V with the def2-TZVPD basis set.

XYZ file:
```
13
Properties=species:S:1:pos:R:3:nbo_charge:R:1
C -1.88770 0.46015 0.39077 -0.2653
O -1.52053 -0.12444 -0.86875 -0.4773
C -0.34069 0.20992 -1.34268 0.4244
N 0.46093 1.05537 -0.95863 -0.1346
N 1.56645 1.53304 -0.62663 -0.4465
C 1.96460 -1.34936 0.31587 -0.2336
C 1.27143 -2.26712 0.67112 -0.2671
H -2.88070 0.07741 0.62838 0.2024
H -1.16702 0.16833 1.16030 0.1963
H -1.91593 1.55089 0.29308 0.1845
H 1.61771 2.49020 -0.99321 0.3283
H 2.53092 -0.49388 0.00038 0.2538
H 0.67260 -3.09501 0.98002 0.2347
```

Summary:
F_max, hartree/bohr: 0.0111
Orbital gap (spin up / spin down), eV: 9.31 / 9.31
Total energy, hartree: -340.552176
HOMO energy (spin up / spin down), eV: -8.99 / -8.99

---

# 2
A single C4H6N2O molecule in a non-equilibrium geometry, computed with ωB97M-V with the def2-TZVPD basis set.

XYZ file:
```
13
Properties=species:S:1:pos:R:3:nbo_charge:R:1
N 1.34399 0.52149 1.83351 -0.7289
C 0.09259 0.40601 1.96631 0.4142
O -0.78741 0.39992 0.94590 -0.5031
C -0.25577 0.49529 -0.37663 -0.0755
C -0.46549 -0.85113 -1.10507 -0.5291
C -0.08398 -0.69831 -2.51604 0.2807
N 0.22367 -0.42411 -3.59764 -0.3164
H 1.81405 0.52844 2.73695 0.3616
H -0.45933 0.29643 2.90349 0.1569
H 0.79972 0.77494 -0.31825 0.2313
H -0.84333 1.28812 -0.83588 0.1998
H 0.11438 -1.67038 -0.65270 0.2555
H -1.52954 -1.11198 -1.05121 0.2531
```

Summary:
F_max, hartree/bohr: 0.0240
SMILES: [H]/N=C/OCCC#N
Orbital gap, eV: 11.37
Total energy, hartree: -340.743700
HOMO energy, eV: -10.65

---

Question: What is the total energy in the first record?
Answer: -340.552176 hartree

---

Copy entry 2 word for word.
A single C4H6N2O molecule in a non-equilibrium geometry, computed with ωB97M-V with the def2-TZVPD basis set.

XYZ file:
```
13
Properties=species:S:1:pos:R:3:nbo_charge:R:1
N 1.34399 0.52149 1.83351 -0.7289
C 0.09259 0.40601 1.96631 0.4142
O -0.78741 0.39992 0.94590 -0.5031
C -0.25577 0.49529 -0.37663 -0.0755
C -0.46549 -0.85113 -1.10507 -0.5291
C -0.08398 -0.69831 -2.51604 0.2807
N 0.22367 -0.42411 -3.59764 -0.3164
H 1.81405 0.52844 2.73695 0.3616
H -0.45933 0.29643 2.90349 0.1569
H 0.79972 0.77494 -0.31825 0.2313
H -0.84333 1.28812 -0.83588 0.1998
H 0.11438 -1.67038 -0.65270 0.2555
H -1.52954 -1.11198 -1.05121 0.2531
```

Summary:
F_max, hartree/bohr: 0.0240
SMILES: [H]/N=C/OCCC#N
Orbital gap, eV: 11.37
Total energy, hartree: -340.743700
HOMO energy, eV: -10.65

---

Question: The lowest F_max belongs to which entry?
Answer: number 1